DFT (ωB97M-V with the def2-TZVPD basis set) results for one molecule with the formula H3OPS.

Bonds (Å) are listed after each position.
CARTESIAN COORDINATES (ANGSTROEM)
1 O -0.25 -1.06 1.26  P2 1.453
2 P 0.12 0.00 0.33  O1 1.453, S3 2.062, H5 1.391, H6 1.394
3 S 0.17 -0.89 -1.54  P2 2.062, H4 1.347
4 H -0.54 -1.84 -0.90  S3 1.347
5 H 1.34 0.62 0.60  P2 1.391
6 H -0.77 1.07 0.27  P2 1.394

The LUMO energy (alpha / beta) comes out at 0.686 / -4.020 eV. Its expectation value of S² is 2.0037. For the orbital gap (alpha / beta), the calculation gives 5.65 / 6.69 eV. As for the largest force on an atom: 0.114 hartree/bohr. Its multiplicity is 3.

Charges computed using natural (NBO), reported in e: -1.0811 1.1623 0.1131 -0.0230 -0.0769 -0.0945

DFT (ωB97M-V with the def2-TZVPD basis set) results for one molecule with the formula H3OPS2.

Bonds (Å) are listed after each position.
CARTESIAN COORDINATES (ANGSTROEM)
1 O -0.71 1.10 0.74  P2 1.659, H5 0.953
2 P -0.01 0.02 -0.32  O1 1.659, S3 2.066, S4 1.945, H6 1.438
3 S 1.95 -0.22 0.27  P2 2.066, H7 1.308
4 S -0.78 -1.75 -0.03  P2 1.945
5 H -1.47 0.57 0.94  O1 0.953
6 H -0.10 0.91 -1.45  P2 1.438
7 H 1.43 -1.41 0.37  S3 1.308

The LUMO energy comes out at 0.291 eV. For the orbital gap, the calculation gives 9.77 eV. As for the largest force on an atom: 0.035 hartree/bohr. Its multiplicity is 1. Its SMILES is O[P@H](=S)S.

Charges computed using natural (NBO), reported in e: -0.9663 1.1201 -0.2533 -0.5587 0.4992 -0.0157 0.1747

What did we get for molar mass? Answer: 82.06 114.13 g mol⁻¹, in the order shown.
What did we get for E_tot? Answer: -22214.757 -33056.057 eV, in the order shown.
What did we get for energy relative to the best compared isomer or geometry (same formula, charge and spin)? Answer: 191.6 63.9 kJ/mol, in the order shown.